113
Properties=species:S:1:pos:R:3:forces:R:3 method="wB97M-V/def2-TZVPD" lumo_ev=0.16 largest_force_ev_per_a=5.5 relative_energy_kcal_mol=0.0 total_energy_ev=-115119.671 gap_ha=0.27920
Cu 0.31891 0.80534 3.18347 -0.231 0.409 -0.284
Ba 0.70809 -0.01981 -0.83391 -0.861 1.356 1.559
O -2.79549 2.92529 1.42428 0.230 -0.254 -1.105
C -1.57652 2.35503 1.65051 2.317 -1.079 -0.327
O -0.89916 1.70968 0.81502 -1.762 0.069 -1.518
O -1.11481 2.53457 2.78346 0.160 0.265 2.466
H -2.84187 3.52471 2.17270 -0.399 0.146 0.303
O 3.76457 2.67566 1.38063 1.260 -0.375 1.622
C 2.77707 1.92068 0.87810 -1.660 0.257 0.488
O 2.12396 1.09726 1.52977 0.549 -1.144 1.913
O 2.47910 2.20655 -0.26864 -0.167 0.365 -3.893
H 4.15933 3.06258 0.59574 -0.009 0.402 -0.041
O -1.55184 -2.77749 2.22939 -0.804 -1.231 1.305
C -1.04541 -1.95224 1.37182 2.061 3.979 -3.232
O -0.08725 -1.18908 1.75460 0.530 -0.538 1.189
O -1.46288 -1.80902 0.21817 -0.987 -1.282 -1.280
H -1.04001 -2.40504 2.95113 -0.013 -0.526 1.564
C 7.82842 -0.84413 -3.32802 1.093 -1.565 0.299
O 6.45469 -0.97697 -3.19495 -2.043 0.700 0.877
C 5.86860 -0.72704 -1.88391 -0.346 -0.258 -0.516
C 4.39436 -1.17250 -1.75039 -1.214 1.237 1.120
N 3.36015 -0.11976 -1.98079 0.068 -2.146 -1.729
C 3.22883 0.04767 -3.42181 1.019 2.465 -0.129
C 2.64971 1.42561 -3.69097 -0.240 0.315 -1.384
O 1.44907 1.64905 -3.04463 -1.911 1.303 1.956
C 1.04962 3.07753 -2.87560 0.688 -1.102 -0.285
H 8.35875 0.10106 -3.44407 -0.860 0.747 0.240
H 8.09146 -1.41777 -4.21675 0.013 -0.046 -0.059
H 8.26759 -1.36760 -2.47879 0.537 0.011 0.128
H 5.89631 0.33713 -1.64964 0.130 0.239 -0.088
H 6.37834 -1.23141 -1.06301 0.681 -0.267 -0.283
H 4.08302 -1.38880 -0.72844 1.349 -0.441 0.405
H 4.09184 -2.07798 -2.27640 0.408 0.138 -0.449
H 3.56424 0.76688 -1.54225 0.236 0.259 0.153
H 2.80637 -0.73201 -4.05562 -0.573 -0.350 0.799
H 4.23772 0.16705 -3.81677 0.303 -0.207 -0.451
H 2.40451 1.50069 -4.75038 0.523 0.093 -0.551
H 3.37533 2.20521 -3.45906 0.223 0.046 0.236
H 0.09775 3.24244 -2.37078 -0.319 -1.075 -0.246
H 0.98360 3.49458 -3.88050 0.199 0.321 0.113
H 1.71270 3.59414 -2.18167 0.663 -0.122 -0.471
C 2.49246 -2.64333 0.68640 -1.205 -1.069 -0.642
O 1.83939 -2.30903 -0.58491 0.960 -0.910 1.116
C 1.46019 -3.45630 -1.35744 -0.072 -1.450 2.018
C 1.17834 -2.95571 -2.67821 -0.664 1.151 -2.266
N -0.00959 -2.14883 -2.67812 -0.323 2.274 -0.935
C -0.41926 -1.54975 -3.99362 -0.179 0.919 2.375
C -1.57808 -0.61074 -3.55611 0.640 0.508 -1.976
O -1.10319 0.57517 -2.82899 0.938 -2.346 -1.011
C -2.17267 1.11056 -2.15798 -1.082 1.451 1.525
H 2.73110 -1.79953 1.33382 -0.072 0.438 -0.721
H 3.35689 -3.26825 0.46207 0.214 0.140 0.097
H 1.76600 -3.23431 1.24417 0.082 -0.129 0.192
H 0.58532 -3.95492 -0.94021 -0.259 0.153 0.460
H 2.22473 -4.23317 -1.36483 0.499 0.184 0.012
H 1.03078 -3.58828 -3.55353 0.918 -1.164 0.356
H 2.04835 -2.31654 -2.82872 -0.112 0.249 -0.811
H -0.85776 -2.51133 -2.26667 0.295 -0.649 0.473
H -0.69277 -2.35271 -4.67812 -0.336 0.272 -0.385
H 0.33760 -0.89125 -4.41983 0.414 -0.364 0.031
H -2.32379 -1.27520 -3.11962 -0.181 0.615 0.981
H -2.05042 -0.11736 -4.40556 -0.230 -0.547 -0.443
H -2.99841 1.32284 -2.83709 -0.557 -0.701 0.112
H -1.99704 2.09477 -1.72374 0.903 0.155 -0.203
H -2.34380 0.51364 -1.26216 -0.885 -0.127 -0.211
C -5.54376 0.43395 1.76924 0.055 0.114 -1.372
O -5.49557 -0.93749 1.35451 -0.251 -0.126 1.948
C -4.37450 -1.21450 0.57627 -0.116 0.986 -1.761
C -4.66795 -0.63458 -0.86252 0.516 -1.302 -0.702
N -5.81524 -1.30563 -1.58673 1.992 -0.394 0.954
C -6.86175 -0.42859 -1.97640 -1.290 0.474 -0.239
C -6.58245 0.48065 -3.20190 0.971 -1.724 1.441
O -7.08505 1.71312 -2.86994 -0.370 1.665 0.265
C -7.22445 2.66162 -3.90152 -0.960 0.756 0.822
H -5.82434 0.62783 2.80451 -0.427 -0.642 -0.071
H -6.20688 0.88917 1.03361 -0.447 0.573 0.533
H -4.60294 0.96531 1.62571 0.409 -0.285 -0.009
H -4.13073 -2.27547 0.52123 -0.594 -0.184 0.031
H -3.47628 -0.78653 1.02141 0.061 0.365 -0.269
H -3.80465 -0.83424 -1.49730 0.156 0.148 0.311
H -4.81135 0.44594 -0.86258 -0.079 0.119 0.273
H -6.10411 -2.01566 -0.92908 -0.701 -0.067 -0.269
H -7.09448 0.25627 -1.16098 -0.520 0.180 0.087
H -7.73574 -0.99926 -2.29035 -0.188 -0.228 0.687
H -7.04305 0.01463 -4.07298 0.231 0.303 -0.410
H -5.49291 0.45155 -3.18959 0.387 0.438 -1.058
H -7.55491 3.62345 -3.50937 0.354 0.067 1.031
H -8.16296 2.45927 -4.41761 0.603 -0.635 -1.343
H -6.29390 2.94000 -4.39617 -0.129 -0.737 -0.725
C -2.57343 -0.42419 4.79928 -0.269 0.306 -1.482
O -1.15527 -0.46448 4.52750 -1.233 0.628 1.626
C -0.59503 -1.09282 5.64841 1.293 -1.099 0.212
C 0.94715 -1.13636 5.49902 -1.835 0.518 -0.047
N 1.47602 0.17320 5.19427 0.840 1.108 -1.162
C 2.86724 0.11645 4.64938 -0.053 -0.492 1.236
C 3.57146 1.43670 4.54221 -0.345 0.626 -1.357
O 4.26770 1.85577 5.72125 -1.242 -1.373 -0.070
C 5.20038 2.82087 5.41261 0.768 1.280 -0.111
H -2.84713 -0.25990 5.84149 0.423 0.029 0.087
H -3.01165 -1.35775 4.44638 -0.114 -0.183 0.147
H -3.01076 0.37737 4.20402 0.154 0.050 -0.026
H -1.02494 -2.09423 5.66991 0.441 -0.724 -0.093
H -0.88136 -0.77991 6.65251 -0.226 1.308 -0.107
H 1.02565 -1.73449 4.59118 0.993 -0.419 0.272
H 1.35340 -1.49573 6.44449 0.294 -0.811 -0.304
H 1.51393 0.79257 5.99117 -0.424 -0.021 0.292
H 2.72606 -0.40520 3.70278 0.775 0.106 -0.060
H 3.54246 -0.35915 5.36070 -0.103 -1.206 -0.032
H 2.79678 2.11122 4.17753 0.032 0.959 0.419
H 4.28973 1.44167 3.72236 0.068 -0.461 -0.145
H 4.78479 3.51859 4.68559 -0.049 0.495 0.209
H 6.14075 2.49744 4.96631 0.035 -0.873 -0.281
H 5.53243 3.31353 6.32646 -0.438 0.216 0.061